No. 1
Here is C31H36HfN7O4S2Te as an isolated structure from the Open Molecules 2025 dataset. Energies are from ωB97M-V/def2-TZVPD.

The geometry in XYZ format:
```
82
Properties=species:S:1:pos:R:3:forces:R:3:mulliken_charge:R:1
Hf 8.692 -14.169 -10.417 -0.574 -0.018 0.951 -0.829
O 6.736 -17.893 -9.161 0.010 0.331 -0.217 -0.741
C 7.563 -17.010 -9.335 2.076 0.457 -0.067 -0.978
N 7.681 -16.103 -10.349 -1.319 -1.022 -1.549 1.761
C 6.793 -16.454 -11.548 0.549 1.031 1.772 -1.818
C 7.417 -15.892 -12.800 -0.353 0.789 0.572 0.921
C 7.057 -16.375 -14.052 1.187 1.960 0.466 -1.029
C 7.562 -15.743 -15.191 -0.808 -1.771 -0.820 -0.555
C 8.419 -14.686 -15.044 1.013 0.688 -0.709 -1.027
C 8.737 -14.305 -13.786 1.684 1.413 2.856 -0.158
N 8.252 -14.846 -12.640 -0.410 -0.846 -0.975 1.025
C 8.826 -16.911 -8.434 -1.992 1.024 -0.469 0.989
C 9.111 -17.903 -7.539 1.354 1.981 0.192 -0.797
C 10.294 -17.709 -6.817 -0.131 -2.796 -0.243 -0.780
C 11.128 -16.668 -7.064 -1.347 1.245 -0.612 -1.268
C 10.653 -15.633 -7.894 1.289 0.599 -0.374 -0.578
N 9.520 -15.753 -8.562 -0.091 -0.580 -0.466 1.599
H 6.568 -17.517 -11.615 0.397 -0.148 0.067 0.728
H 5.836 -15.977 -11.286 -0.002 0.027 -0.752 0.327
H 6.363 -17.137 -13.934 -1.129 -1.616 -0.967 0.694
H 7.375 -16.142 -16.205 -0.172 0.280 0.744 0.402
H 8.979 -14.170 -15.844 -0.743 -0.562 0.228 0.426
H 9.530 -13.554 -13.541 -0.920 -0.519 -0.718 0.340
H 8.459 -18.707 -7.398 -0.737 -1.177 0.001 0.735
H 10.652 -18.595 -6.264 -0.149 0.817 0.192 0.440
H 12.069 -16.682 -6.619 1.434 0.462 0.576 0.642
H 11.263 -14.730 -8.191 -0.596 -1.136 0.777 0.197
C 4.442 -12.536 -11.429 -0.466 -0.881 -0.602 -1.962
C 5.949 -12.458 -11.269 -0.705 -0.094 -1.464 0.740
O 6.554 -13.490 -10.973 0.288 -0.740 0.757 0.801
C 6.665 -11.286 -11.676 0.726 -0.936 0.778 0.828
C 6.006 -10.106 -11.908 -0.034 3.408 -0.066 -1.038
C 6.670 -8.919 -12.259 0.175 -1.147 -1.143 -1.057
C 8.032 -9.023 -12.607 -0.773 0.512 0.894 -0.670
C 8.685 -10.178 -12.343 1.481 -1.395 0.335 -0.619
C 8.079 -11.332 -11.795 -0.594 0.982 -0.906 0.412
O 8.854 -12.318 -11.506 -0.075 -1.121 0.699 0.014
H 4.119 -13.605 -11.533 0.577 0.856 -0.278 0.296
H 4.020 -11.921 -12.264 0.552 -0.574 0.776 0.519
H 3.950 -12.265 -10.515 -0.212 0.615 0.614 0.391
H 4.967 -9.985 -11.691 -0.623 -0.362 -0.044 0.454
H 6.239 -7.966 -12.558 -0.688 -0.374 0.586 0.396
H 8.499 -8.115 -12.950 0.466 -0.095 -0.261 0.445
H 9.747 -10.396 -12.423 0.107 0.787 -0.457 0.493
Te 11.424 -14.720 -11.226 -0.030 0.138 0.001 -0.013
C 11.151 -16.785 -11.018 -0.911 0.664 -1.563 -0.030
C 11.858 -17.648 -10.295 0.137 -0.432 1.382 -0.176
C 11.407 -19.000 -10.408 1.721 -0.770 1.303 -0.647
C 10.476 -19.191 -11.354 -0.622 1.560 -0.694 -0.510
S 10.000 -17.631 -11.983 0.394 -0.514 -0.261 -0.015
H 12.600 -17.275 -9.601 0.196 -0.379 0.022 0.497
H 11.872 -19.747 -9.735 -0.448 0.144 -0.865 0.340
H 10.041 -20.020 -11.862 -0.175 -0.746 0.379 0.531
C 8.563 -13.134 -5.910 -0.472 0.536 0.891 -0.942
N 7.634 -14.204 -6.167 -0.892 -0.189 -2.597 0.472
C 7.092 -14.914 -5.054 -0.541 -0.093 0.335 -0.743
C 6.530 -16.258 -5.464 1.624 -0.809 -1.318 -0.292
C 5.498 -16.126 -6.533 -1.483 1.513 0.706 -0.737
N 5.950 -15.136 -7.483 1.634 0.502 -0.034 0.495
C 5.169 -15.147 -8.648 -1.578 -0.220 -1.073 -0.973
C 7.080 -14.410 -7.419 0.334 0.870 0.853 -0.281
O 7.533 -13.835 -8.461 -0.044 0.258 0.332 -0.831
H 9.527 -13.501 -5.609 0.748 -0.300 -0.424 0.280
H 8.254 -12.566 -5.003 -0.321 -0.182 -0.663 0.416
H 8.594 -12.479 -6.771 0.328 0.000 0.063 0.054
H 6.291 -14.331 -4.535 0.745 -0.165 -0.075 0.231
H 7.982 -15.073 -4.463 -0.241 -0.127 1.020 0.494
H 6.181 -16.765 -4.603 -0.452 -0.645 0.788 0.546
H 7.347 -16.851 -5.933 -0.228 0.230 0.650 -0.210
H 4.602 -15.651 -6.082 -0.049 -0.622 -0.107 0.385
H 5.167 -16.996 -7.132 0.571 -0.002 0.746 0.445
H 5.144 -16.162 -8.969 0.293 -0.884 -1.115 0.455
H 5.417 -14.460 -9.454 0.242 -0.160 0.496 -0.439
H 4.128 -15.045 -8.353 -0.371 0.716 0.143 0.592
N 8.501 -10.316 -9.004 0.675 1.153 -0.721 -0.382
C 9.793 -10.707 -9.096 0.060 0.333 0.167 0.572
N 10.732 -9.768 -9.318 1.934 -0.735 -0.638 -0.363
S 10.298 -12.304 -8.857 0.206 -0.097 -0.075 -0.301
H 8.177 -9.554 -9.602 0.309 -0.095 0.378 0.253
H 7.808 -11.007 -8.870 -0.452 -0.960 0.257 0.245
H 10.658 -8.763 -9.273 -0.704 -0.178 0.075 0.237
H 11.709 -10.099 -9.543 -1.861 0.331 0.560 0.234
```
Forces are in eV/Å.

Energy = -81622.767 eV
E_HOMO = -9.4 eV
Charge = +1
Relative energy (zero: lowest compared OMol25 entry of this formula, charge and spin) = 2.254 eV
Multiplicity = 1

No. 2
Here is a 13-piece molecular cluster, C7H40NO12 overall from the Open Molecules 2025 dataset. Energies are from ωB97M-V/def2-TZVPD.

The geometry in XYZ format:
```
60
Properties=species:S:1:pos:R:3:forces:R:3:lowdin_spin:R:1
C -0.473 2.301 0.521 0.014 -0.708 -0.979 0.026
C -0.974 0.933 1.038 2.011 0.980 -0.190 0.019
C -0.137 -0.206 0.459 -0.710 -1.288 1.901 0.018
C -0.913 -1.545 0.711 0.105 0.795 -2.521 0.067
C -2.188 -1.084 -1.398 1.543 0.720 -0.674 0.019
C -1.753 -1.965 -0.495 -0.255 -0.065 -0.127 0.015
C -2.147 -3.389 -0.521 -0.714 -1.564 0.761 0.019
N -0.754 1.010 2.534 -1.004 0.119 -0.433 0.040
H 0.445 2.135 -0.038 0.170 0.022 0.099 0.003
H -0.223 3.022 1.287 -0.461 0.197 0.153 0.006
H -1.176 2.648 -0.232 -0.236 0.493 0.364 0.005
H -1.989 0.705 0.734 -0.306 0.353 0.764 0.004
H 0.154 -0.017 -0.569 -0.052 -0.129 -0.025 0.001
H 0.743 -0.372 1.080 0.417 0.686 -0.308 0.014
H -0.147 -2.294 0.876 -0.375 -0.458 0.514 0.016
H -1.664 -1.408 1.493 0.503 -0.330 0.570 0.036
H -2.671 -1.195 -2.362 -0.470 -0.862 0.322 0.005
H -1.724 -0.105 -1.371 -0.375 0.335 0.244 0.002
H -2.772 -3.747 0.317 -0.018 0.823 0.276 0.010
H -2.759 -3.726 -1.358 0.455 0.263 -0.456 0.001
H -1.301 -4.059 -0.340 0.288 0.113 -0.564 0.002
H 0.241 1.170 2.775 -0.332 -0.073 -0.207 0.008
H -1.339 1.804 2.887 0.306 -0.621 -0.198 0.020
H -1.088 0.178 3.036 0.117 -0.162 0.083 0.087
H -4.266 3.216 -0.439 0.235 -0.012 0.119 0.008
H -4.952 2.088 -1.110 -0.264 -0.503 -0.187 0.007
O -4.183 2.262 -0.568 0.155 0.640 0.145 0.023
H 3.672 0.193 -2.577 -0.160 -0.225 0.242 0.002
H 3.176 1.552 -2.900 -0.258 0.361 0.146 0.003
O 2.874 0.737 -2.485 0.742 0.248 -0.379 0.010
H 0.736 -2.560 -2.765 0.244 -0.116 -0.021 0.001
H 0.475 -3.910 -2.072 -0.025 0.000 0.042 0.001
O 1.128 -3.209 -2.159 -0.522 -0.420 0.042 0.005
H 0.733 0.238 5.357 0.241 -0.404 -0.073 0.034
H 1.673 0.010 4.094 0.183 -0.373 0.395 0.039
O 0.986 0.557 4.484 -0.289 0.586 0.169 0.131
H 2.591 -1.500 -2.336 -0.425 -0.171 -0.008 0.001
H 3.122 -2.923 -2.225 -0.305 0.010 -0.039 0.001
O 3.402 -2.004 -2.254 1.136 0.188 -0.079 0.004
H 4.990 1.161 1.357 0.097 0.017 -0.048 0.003
H 4.301 0.291 0.306 0.094 0.154 0.078 0.002
O 4.143 1.045 0.914 0.203 -0.108 0.004 0.016
H 0.406 -0.506 -2.927 -0.412 -0.340 -0.161 0.001
H 1.671 -0.107 -3.514 0.022 -0.727 -0.303 0.001
O 1.026 -0.853 -3.590 -0.149 1.188 0.484 0.003
H 2.780 1.269 2.073 -0.700 -0.035 -0.205 0.008
H 2.345 2.662 2.003 -0.390 0.340 -0.001 0.006
O 1.963 1.805 2.217 0.952 -0.173 0.070 0.037
H -0.582 3.120 -2.189 -0.008 0.218 0.202 0.004
H -0.377 2.173 -3.335 0.057 -0.127 -0.602 0.003
O -0.649 2.192 -2.422 0.008 -0.219 0.013 0.012
H 4.704 -1.502 -1.180 -0.232 -0.217 0.402 0.001
H 5.095 -1.673 0.337 -0.103 -0.310 -0.133 0.005
O 5.191 -1.104 -0.429 0.276 0.408 -0.129 0.009
H -3.775 2.351 2.845 -0.170 -0.200 -0.356 0.017
H -3.014 2.258 1.465 -0.795 -0.347 -0.622 0.007
O -2.942 2.485 2.386 0.353 0.860 0.978 0.052
H -4.063 -1.182 1.569 -0.058 0.112 0.154 0.028
H -3.886 -0.945 0.078 0.102 0.121 -0.091 0.010
O -3.885 -0.484 0.926 -0.457 -0.062 0.384 0.063
```
Forces are in eV/Å.

Energy = -33964.738 eV
E_HOMO (spin up / spin down) = -2.0 / -9.4 eV
Multiplicity = 2

No. 3
Here is an isolated ion of composition C3H5N3 and charge +2 from the Open Molecules 2025 dataset. Energies are from ωB97M-V/def2-TZVPD.

The geometry in XYZ format:
```
11
Properties=species:S:1:pos:R:3:forces:R:3:mulliken_charge:R:1
C 0.776 -1.667 -0.128 0.666 -1.563 0.136 0.131
N 0.296 -0.523 0.114 -2.504 3.351 -3.456 0.013
C 0.163 0.305 1.233 0.030 0.226 0.646 -0.015
N -0.440 1.399 1.012 0.212 0.470 1.537 -0.347
N -0.811 1.525 -0.304 -0.175 0.009 -0.821 0.301
C -0.538 0.575 -1.078 1.868 -2.606 2.573 0.162
H 0.711 -2.148 -1.111 -0.048 0.384 0.096 0.266
H 1.272 -2.244 0.670 -0.159 0.290 -0.062 0.294
H 0.519 0.063 2.238 0.010 -0.134 -0.282 0.435
H -1.289 2.426 -0.530 0.172 -0.498 -0.112 0.321
H -0.658 0.289 -2.115 -0.072 0.071 -0.256 0.437
```
Forces are in eV/Å.

Energy = -7638.677 eV
SMILES = C=[N+]1C=N[NH+]=C1
E_HOMO = -22.5 eV
Charge = +2
Relative energy (zero: lowest compared OMol25 entry of this formula, charge and spin) = 1.928 eV
Multiplicity = 1

No. 4
Here is an isolated ion of composition C6H9N2 and charge +1 from the Open Molecules 2025 dataset. Energies are from ωB97M-V/def2-TZVPD.

The geometry in XYZ format:
```
17
Properties=species:S:1:pos:R:3:forces:R:3:mulliken_charge:R:1
C 0.640 2.481 0.105 0.433 -0.376 -1.365 -0.966
C 0.288 1.281 -0.278 -1.290 -0.900 -0.885 0.501
N 0.747 0.829 -1.511 1.209 -0.456 0.376 -0.361
C 0.492 -0.397 -1.635 -0.873 1.779 -1.360 -0.222
N -0.462 -0.895 -0.671 1.819 0.057 -2.025 0.061
C -0.783 -2.112 -0.620 -1.176 0.775 2.999 -0.177
C -0.583 0.151 0.318 2.042 1.184 0.403 0.058
C 0.067 -0.359 1.588 -1.542 -0.123 0.230 -1.117
H 1.279 3.022 -0.567 0.164 0.231 -0.093 0.316
H 0.312 2.935 0.956 -0.719 1.090 2.322 0.347
H 0.778 -0.814 -2.565 -0.073 -1.591 -0.445 0.424
H -1.288 -2.361 0.319 -0.307 -0.582 -0.685 0.318
H -0.420 -2.805 -1.300 0.382 -1.166 -1.384 0.306
H -1.566 0.454 0.437 -1.997 0.454 0.154 0.409
H -0.777 -0.712 2.225 1.139 0.211 0.150 0.331
H 0.621 0.501 1.963 0.107 -0.679 0.709 0.380
H 0.656 -1.199 1.237 0.682 0.091 0.899 0.392
```
Forces are in eV/Å.

Energy = -9338.698 eV
SMILES = C=C1N=C[N+](=C)[C@H]1C
E_HOMO (spin up / spin down) = -13.9 / -13.9 eV
Charge = +1
Relative energy (zero: lowest compared OMol25 entry of this formula, charge and spin) = 3.556 eV
Multiplicity = 1

Values for max |F|, eV/Å, ordered as above
3.60 2.65 5.43 3.31